# 1
Formula: C21H16N5OSV
Source: OMol25
Level of theory: ωB97M-V/def2-TZVPD

LUMO (spin up / spin down): -11.453 / -10.844 eV
HOMO energy (spin up / spin down): -18.1 / -18.1 eV
Kohn-Sham gap (spin up / spin down): 0.2446 / 0.2670 Ha
total charge: +3
expectation value of S²: 0.78
multiplicity: 2

Element x y z (Å)
V1 0.10885 0.35674 0.03619
S1 -0.63785 4.52130 -1.50387
O1 1.17660 -0.52700 -1.25161
N1 -0.30779 1.93766 -0.59043
N2 -1.55002 -0.86251 -0.13934
N3 1.65535 0.75925 1.32996
N4 1.26258 -0.81760 -2.56542
N5 -0.77707 0.40555 1.88449
C1 -2.81562 0.46749 3.06978
C2 2.06921 -1.83648 -2.91269
C3 -3.73674 -1.33708 0.70168
C4 3.94760 1.15908 1.83322
C5 -1.79055 -1.67130 -1.18280
C6 3.59724 1.61409 3.09367
C7 -2.17301 1.19222 4.07180
C8 2.23031 -2.15296 -4.24258
C9 -0.45338 3.09498 -0.99783
C10 -3.98597 -2.15427 -0.39585
C11 -0.13345 1.07057 2.85457
C12 2.94772 0.74092 0.97367
C13 -2.51193 -0.71493 0.81006
C14 2.25462 1.63237 3.46715
C15 0.60015 -0.07886 -3.47685
C16 1.56026 -1.41451 -5.20911
C17 1.30678 1.20244 2.56639
C18 -0.81943 1.49606 3.97782
C19 0.73568 -0.36553 -4.81424
C20 -2.07522 0.08547 1.96754
C21 -2.99110 -2.33426 -1.34489
H1 0.20247 0.23443 -5.53799
H2 -0.99434 -1.79582 -1.90164
H3 2.88245 -2.97209 -4.51108
H4 -0.00676 0.72528 -3.08652
H5 3.17008 0.38232 -0.02175
H6 -4.93902 -2.65709 -0.49542
H7 1.96461 1.96565 4.45346
H8 -2.73289 1.51151 4.94133
H9 2.55246 -2.35199 -2.09539
H10 4.35720 1.94367 3.79002
H11 -3.13634 -2.98130 -2.19807
H12 -4.48632 -1.20941 1.46974
H13 -0.32364 2.04340 4.76660
H14 4.97897 1.12260 1.51269
H15 1.68052 -1.64989 -6.25814
H16 -3.86328 0.21984 3.16169

***

# 2
Formula: C24H37ClNO18P
Source: OMol25
Level of theory: ωB97M-V/def2-TZVPD

LUMO: 0.029 eV
HOMO energy: -9.7 eV
Kohn-Sham gap: 0.3562 Ha
multiplicity: 1

Element x y z (Å)
Cl1 1.86006 -1.12707 4.52723
P1 2.30557 -0.12275 2.81772
O1 -4.17969 -1.36322 3.59047
O2 -8.88500 -0.30252 -1.96830
O3 0.60727 -5.00884 -5.48187
O4 -2.15854 1.27585 -2.02167
O5 -2.90341 -0.26828 5.09089
O6 5.49536 5.88336 0.44627
O7 3.72356 4.49609 0.36055
O8 -1.95585 -1.32449 3.34037
O9 2.32122 -2.39606 1.38437
O10 0.35318 -2.90523 -4.71575
O11 -3.76213 0.50479 -0.66468
O12 1.73120 -4.31151 -3.65718
O13 -2.01172 -0.81217 -1.18877
O14 1.32737 -0.70023 0.42480
O15 4.62758 -0.02219 0.67998
O16 5.66832 3.81055 1.27459
O17 -6.97303 -1.32458 -2.58586
O18 -7.82377 -1.69493 -0.54824
N1 3.84704 0.54641 2.82845
C1 -3.00285 -0.92341 4.10579
C2 4.75108 -0.09178 1.86317
C3 -1.67123 -2.20194 1.11062
C4 7.81354 6.61643 0.44832
C5 0.70668 -2.27640 -3.47313
C6 1.96970 -3.00630 -3.09407
C7 -2.58345 0.22376 -1.28460
C8 1.92983 -1.24186 1.35927
C9 5.93279 -0.82327 2.47760
C10 0.87342 -4.15872 -4.69547
C11 6.99744 4.34909 1.22905
C12 -5.24964 -3.03516 -2.71642
C13 -2.45823 -2.28276 2.39173
C14 -5.48231 2.20895 -0.91351
C15 -4.00337 1.91521 -0.82360
C16 3.75167 2.02938 2.50271
C17 -5.96906 -2.03514 -1.84310
C18 -3.90140 -1.86869 2.27827
C19 4.84818 4.71371 0.66161
C20 2.20809 -3.07969 -1.60808
C21 -6.78297 -2.65988 -0.73951
C22 -7.98412 -1.03366 -1.72553
C23 -3.23890 2.21497 -2.08820
C24 6.73958 5.83405 1.16403
H1 2.84172 -2.57742 -3.59754
H2 -5.96915 1.54311 -1.62885
H3 -0.10764 -2.42427 -2.76058
H4 -1.56606 -1.17581 0.79931
H5 -7.23562 -3.61347 -1.02320
H6 7.60408 7.68461 0.50124
H7 6.66168 -0.03264 2.71601
H8 -5.96094 -3.63821 -3.28264
H9 -4.55632 -2.70452 2.03860
H10 4.76639 2.36488 2.26476
H11 -6.21253 -2.79686 0.17657
H12 3.08898 2.15363 1.64482
H13 1.44756 -3.68803 -1.11834
H14 6.40823 -1.48312 1.75784
H15 -2.37314 -3.28438 2.82535
H16 7.50218 3.95780 0.34279
H17 -4.62247 -2.52202 -3.44565
H18 -3.81457 2.02083 -2.99660
H19 1.40848 0.96075 2.75087
H20 -5.26079 -1.30309 -1.44811
H21 -0.66104 -2.58802 1.26295
H22 3.16904 -3.55169 -1.39860
H23 8.79313 6.43438 0.89092
H24 0.86452 -1.20930 -3.61315
H25 7.84492 6.35336 -0.60968
H26 6.57055 6.24952 2.16151
H27 -4.61661 -3.69364 -2.12093
H28 -5.96331 2.04083 0.05054
H29 -2.13926 -2.77201 0.31124
H30 2.20653 -2.08938 -1.16306
H31 5.68002 -1.29317 3.42868
H32 -3.56746 2.43106 0.03628
H33 -4.06604 -1.06562 1.55485
H34 7.56023 4.06019 2.11462
H35 -2.86128 3.23456 -2.11786
H36 3.38673 2.55514 3.38636
H37 -5.65978 3.24213 -1.21157

***

# 3
Formula: C5H13N3O2
Source: OMol25
Level of theory: ωB97M-V/def2-TZVPD

LUMO (spin up / spin down): 0.779 / 0.779 eV
HOMO energy (spin up / spin down): -9.5 / -9.5 eV
Kohn-Sham gap (spin up / spin down): 0.3775 / 0.3775 Ha
multiplicity: 1

Element x y z (Å)
O1 -3.13240 0.62840 -1.50484
O2 -1.81964 -1.51982 -0.63579
N1 -1.93376 -0.33965 0.16758
N2 0.46541 -0.10116 -0.30129
N3 -2.68639 0.52293 -0.37462
C1 1.11052 -0.04122 1.02839
C2 0.98938 0.60031 -1.21292
C3 0.41862 0.23821 -2.54575
C4 1.12149 -1.44066 1.53681
C5 0.39313 1.02968 1.92537
H1 1.80312 1.28893 -1.26760
H2 -2.95601 1.36017 0.15313
H3 -0.62470 0.61460 2.01822
H4 1.98177 -1.88772 1.24698
H5 -0.46286 -0.36491 -2.33797
H6 -0.92411 -1.61758 -0.93421
H7 0.20671 -1.93495 1.26119
H8 1.24253 -1.56530 2.59390
H9 0.21310 2.02092 1.45410
H10 0.98066 1.20900 2.94174
H11 0.04655 1.20065 -2.91038
H12 1.30922 -0.07441 -3.13715
H13 2.25766 0.17359 0.83513

***

> Which value of multiplicity does entry 2 give?

1